Model one:
Here is a molecular structure, C24H39BN5O8PSe2SiW from the OMol25 dataset. Energies are from ωB97M-V/def2-TZVPD.

Geometry (Å):
W 0.213 0.183 -0.256
C 3.578 1.155 -1.959
Se 1.753 0.865 -2.530
C 1.358 2.678 -3.124
C 1.561 3.713 -2.040
Se 0.573 3.272 -0.420
C -1.081 4.155 -0.921
H 4.138 1.426 -2.851
H 3.931 0.207 -1.567
H 3.641 1.940 -1.212
H 0.329 2.654 -3.479
H 2.005 2.861 -3.984
H 1.212 4.693 -2.366
H 2.607 3.819 -1.763
H -1.499 3.717 -1.825
H -0.864 5.210 -1.069
H -1.771 4.045 -0.090
C -1.287 0.515 -3.955
C -1.978 0.999 -2.720
C -3.288 1.445 -2.827
C -4.007 1.796 -1.697
C -3.433 1.688 -0.439
C -2.121 1.267 -0.388
N -1.398 0.999 -1.499
N -1.314 0.986 0.710
Si -2.070 1.073 2.381
C -2.087 2.902 2.734
C -0.985 0.183 3.592
C -3.777 0.332 2.392
H -1.835 -0.346 -4.345
H -0.266 0.191 -3.804
H -1.316 1.284 -4.728
H -3.745 1.478 -3.806
H -5.032 2.130 -1.791
H -3.994 1.903 0.456
H -1.087 3.339 2.680
H -2.469 3.081 3.743
H -2.736 3.454 2.051
H -1.320 0.459 4.596
H 0.061 0.459 3.515
H -1.077 -0.900 3.501
H -4.538 1.099 2.548
H -3.845 -0.363 3.233
H -4.026 -0.232 1.496
O 3.624 -2.259 0.068
C 2.445 -2.017 0.005
O 2.025 -0.823 -0.415
C 1.389 -3.031 0.283
C 1.637 -4.379 0.075
C 0.588 -5.268 0.209
C -0.696 -4.861 0.502
C -0.928 -3.512 0.696
C 0.117 -2.598 0.644
O -0.059 -1.284 0.936
N -2.311 -3.058 0.871
O -3.082 -3.795 1.426
O -2.587 -1.969 0.389
N 0.837 -6.710 -0.023
O 1.990 -7.032 -0.191
O -0.095 -7.454 0.175
H 2.622 -4.730 -0.204
H -1.506 -5.577 0.551
B -0.794 -3.373 -3.145
C -0.468 -2.163 -2.278
N -0.240 -1.234 -1.605
H -1.965 -3.590 -2.926
H -0.052 -4.257 -2.793
H -0.605 -3.010 -4.284
C 2.594 -0.884 2.841
P 2.565 0.760 2.141
C 2.342 1.985 3.421
C 4.169 1.018 1.415
O 1.404 1.006 1.113
H 3.158 -0.813 3.775
H 3.127 -1.563 2.176
H 1.601 -1.266 3.058
H 3.145 1.893 4.153
H 1.385 1.862 3.926
H 2.383 2.977 2.969
H 4.906 0.903 2.215
H 4.260 2.023 1.006
H 4.359 0.259 0.656

HOMO level (eV): -14.6
Total charge: +2
LUMO energy (eV): -8.28
HOMO-LUMO gap (Eh): 0.2322

***

Model two:
Here is a molecular structure, C24H39BN5O8PSe2SiW from the OMol25 dataset. Energies are from ωB97M-V/def2-TZVPD.

Geometry (Å):
W 0.132 -0.428 -0.035
C 1.180 -4.284 -1.485
Se 0.042 -3.335 -0.212
C -1.591 -3.594 -1.240
C -1.480 -3.018 -2.636
Se -0.830 -1.174 -2.686
C 0.562 -1.387 -4.013
H 0.559 -5.061 -1.924
H 1.997 -4.744 -0.943
H 1.564 -3.621 -2.252
H -2.395 -3.166 -0.654
H -1.736 -4.675 -1.282
H -2.454 -3.024 -3.124
H -0.791 -3.591 -3.253
H 0.132 -1.957 -4.834
H 1.430 -1.886 -3.596
H 0.837 -0.394 -4.360
C 3.235 -2.921 0.614
C 3.253 -1.504 1.071
C 4.390 -0.950 1.635
C 4.387 0.374 2.053
C 3.248 1.144 1.915
C 2.137 0.532 1.351
N 2.147 -0.755 0.950
N 0.920 1.080 0.987
Si 0.561 2.885 1.127
C 1.371 3.657 -0.345
C 1.283 3.407 2.775
C -1.271 3.214 1.235
H 4.213 -3.376 0.743
H 2.960 -2.989 -0.437
H 2.526 -3.487 1.223
H 5.278 -1.557 1.729
H 5.284 0.812 2.471
H 3.239 2.184 2.196
H 2.455 3.519 -0.336
H 1.176 4.732 -0.365
H 0.995 3.224 -1.274
H 2.258 3.888 2.678
H 1.389 2.586 3.488
H 0.613 4.143 3.224
H -1.750 3.378 0.272
H -1.390 4.144 1.800
H -1.831 2.447 1.775
O -3.654 -0.676 1.118
C -2.906 -0.356 0.239
O -1.758 -1.041 0.010
C -3.113 0.738 -0.734
C -4.379 1.148 -1.127
C -4.482 2.096 -2.124
C -3.377 2.642 -2.752
C -2.129 2.220 -2.346
C -1.983 1.304 -1.311
O -0.765 1.081 -0.770
N -0.935 2.723 -3.035
O -0.937 3.876 -3.384
O -0.088 1.889 -3.309
N -5.830 2.535 -2.558
O -6.767 2.082 -1.942
O -5.870 3.416 -3.383
H -5.268 0.729 -0.675
H -3.490 3.374 -3.540
B 3.503 0.618 -3.198
C 2.415 0.231 -2.190
N 1.589 -0.054 -1.419
H 4.315 -0.279 -3.143
H 3.946 1.669 -2.799
H 2.968 0.706 -4.275
C 0.764 -1.377 4.359
P -0.661 -1.208 3.298
C -1.755 -2.592 3.528
C -1.523 0.292 3.723
O -0.200 -1.184 1.832
H 0.452 -1.417 5.403
H 1.430 -0.524 4.217
H 1.298 -2.296 4.113
H -2.684 -2.399 2.990
H -1.967 -2.738 4.589
H -1.279 -3.490 3.131
H -2.432 0.364 3.124
H -0.881 1.153 3.539
H -1.800 0.274 4.779

HOMO level (alpha / beta) (eV): -14.5 / -14.5
Total charge: +2
LUMO energy (alpha / beta) (eV): -8.07 / -8.06
HOMO-LUMO gap (alpha / beta) (Eh): 0.2374 / 0.2374

***

Here is how they stack up, most stable first: model two, model one.